Entry 1:
The following is a DFT calculation (wB97M-V/def2-TZVPD) of a molecular structure, C28H24N3O2S6V at a distorted geometry.

As for the total energy: -4729.3522 Eh. The calculation puts the orbital gap (alpha / beta) at 7.09 / 7.19 eV. The HOMO energy (alpha / beta) comes out at -7.7 / -7.7 eV. Its expectation value of S² is 2.020. The energy above the lowest of the compared OMol25 structures with the same formula, charge and spin comes out at 7.9 kcal/mol. The calculation puts the max |F| at 0.029 hartree/bohr. The molar mass comes out at 677.86 Da.

The geometry in ORCA input format:
```
! wB97M-V def2-TZVPD RIJCOSX def2/J DEFGRID3
* xyz 0 3
V -1.23 -0.69 0.30
N 5.66 -0.52 -2.43
C 4.54 -0.54 -2.15
C 3.13 -0.56 -1.77
C 2.43 0.63 -1.64
C 1.11 0.59 -1.20
C 0.45 -0.61 -0.88
C 1.18 -1.79 -1.08
C 2.50 -1.78 -1.52
H 2.92 1.57 -1.86
H 0.60 1.55 -1.08
H 0.73 -2.75 -0.87
H 3.05 -2.71 -1.64
N -2.05 -3.43 1.70
C -2.32 -3.41 0.38
N -1.94 -2.46 -0.44
C -2.38 -2.75 -1.78
C -2.11 -2.00 -2.92
C -2.65 -2.42 -4.13
C -3.43 -3.57 -4.22
C -3.68 -4.33 -3.09
C -3.14 -3.90 -1.88
S -3.28 -4.67 -0.33
H -1.31 -2.84 2.04
H -2.25 -4.27 2.22
H -1.51 -1.12 -2.86
H -2.45 -1.83 -5.02
H -3.85 -3.87 -5.17
H -4.28 -5.24 -3.14
C -4.16 2.48 2.10
S -5.02 2.92 0.56
C -3.63 3.06 -0.51
C -2.86 2.05 -0.94
S -3.08 0.34 -0.59
S -1.55 2.53 -1.99
C -1.86 4.23 -2.04
S -0.94 5.29 -2.89
S -3.22 4.65 -1.08
H -4.94 2.34 2.85
H -3.50 3.28 2.41
H -3.61 1.55 1.97
C 5.09 2.69 1.81
C 3.79 1.93 1.93
C 2.57 2.59 1.85
C 1.36 1.92 1.93
C 0.11 2.77 1.81
C 1.38 0.52 2.11
C 2.61 -0.16 2.27
C 2.75 -1.65 2.55
C 3.78 0.56 2.16
C 0.14 -0.26 1.97
O 0.11 -1.52 1.82
O -1.04 0.33 1.86
H 4.97 3.59 1.21
H 5.86 2.07 1.35
H 5.45 2.99 2.80
H 2.56 3.67 1.70
H 0.39 3.83 1.79
H -0.58 2.61 2.64
H -0.46 2.56 0.90
H 2.46 -2.25 1.69
H 2.11 -1.96 3.38
H 3.78 -1.86 2.80
H 4.73 0.04 2.26
*
```



Entry 2:
The following is a DFT calculation (wB97M-V/def2-TZVPD) of a single C23H31ClN4O3 molecule.

As for the total energy: -1799.9985 Eh. The calculation puts the orbital gap at 8.87 eV. The HOMO energy comes out at -8.3 eV. The energy above the lowest of the compared OMol25 structures with the same formula, charge and spin comes out at 15.6 kcal/mol. Its structure (SMILES) is CC1(C)CC(=O)C(/C=N/CCN2CCN(CC(=O)Nc3ccc(Cl)cc3)CC2)=C(O)C1. The calculation puts the max |F| at 0.012 hartree/bohr. The molar mass comes out at 446.98 Da.

The geometry in ORCA input format:
```
! wB97M-V def2-TZVPD RIJCOSX def2/J DEFGRID3
* xyz 0 1
C 3.45 5.08 0.42
H 4.38 5.62 0.58
H 2.90 5.56 -0.38
H 2.86 5.14 1.33
C 3.74 3.62 0.07
C 4.59 3.57 -1.21
H 4.81 2.54 -1.49
H 5.53 4.08 -1.05
H 4.07 4.05 -2.03
C 4.49 2.94 1.22
C 4.73 1.46 1.00
O 5.72 0.91 1.44
C 3.70 0.75 0.25
C 2.62 1.40 -0.29
O 1.68 0.76 -0.97
H 1.94 -0.22 -0.98
C 2.42 2.87 -0.15
H 1.90 3.24 -1.03
H 1.76 3.04 0.71
C 3.85 -0.68 0.08
N 2.98 -1.36 -0.55
C 3.10 -2.78 -0.70
H 2.94 -3.00 -1.76
H 4.08 -3.16 -0.39
C 2.00 -3.49 0.11
N 0.69 -3.01 -0.28
C -0.28 -4.03 -0.61
C -1.49 -3.35 -1.26
N -2.11 -2.34 -0.41
C -2.92 -2.87 0.68
C -4.00 -1.87 1.10
O -4.49 -1.89 2.21
N -4.32 -1.02 0.09
C -5.24 0.02 0.07
C -6.08 0.31 1.14
C -6.99 1.35 1.06
C -7.05 2.11 -0.10
C -6.22 1.84 -1.18
C -5.32 0.80 -1.09
H -4.67 0.58 -1.92
H -6.28 2.44 -2.07
Cl -8.19 3.42 -0.20
H -7.64 1.57 1.89
H -6.02 -0.29 2.04
H -3.75 -1.15 -0.74
H -3.44 -3.76 0.33
H -2.35 -3.14 1.58
C -1.10 -1.39 0.03
C 0.12 -2.05 0.66
H 0.87 -1.29 0.88
H -0.16 -2.55 1.61
H -1.56 -0.69 0.74
H -0.78 -0.83 -0.85
H -2.24 -4.09 -1.54
H -1.15 -2.84 -2.16
H 0.16 -4.73 -1.32
H -0.61 -4.60 0.28
H 2.08 -4.56 -0.09
H 2.19 -3.33 1.18
H 4.75 -1.12 0.52
H 5.45 3.42 1.40
H 3.90 3.02 2.14
*
```



Entry 3:
The following is a DFT calculation (wB97M-V/def2-TZVPD) of a single C14H15N3O2S molecule at a distorted geometry.

As for the total energy: -1255.4109 Eh. The calculation puts the orbital gap at 9.12 eV. The HOMO energy comes out at -8.7 eV. The energy above the lowest of the compared OMol25 structures with the same formula, charge and spin comes out at 42.2 kcal/mol. The calculation puts the max |F| at 0.026 hartree/bohr. The molar mass comes out at 289.36 Da.

The geometry in ORCA input format:
```
! wB97M-V def2-TZVPD RIJCOSX def2/J DEFGRID3
* xyz 0 1
C -3.81 1.56 0.44
C -2.60 0.81 0.95
O -2.43 0.49 2.10
N -1.70 0.54 -0.05
C -0.51 -0.17 0.09
C -0.06 -1.11 0.99
C 1.19 -1.50 0.48
N 1.49 -0.88 -0.64
N 0.46 -0.06 -0.87
C 0.43 0.77 -2.01
C 0.55 0.18 -3.26
C 0.52 0.95 -4.40
C 0.37 2.32 -4.30
C 0.29 2.92 -3.05
C 0.33 2.16 -1.88
C 0.30 2.85 -0.55
H -0.71 3.09 -0.24
H 0.86 3.78 -0.61
H 0.75 2.22 0.22
H 0.20 3.99 -2.98
H 0.34 2.93 -5.19
H 0.61 0.48 -5.37
H 0.67 -0.89 -3.31
C 1.94 -2.50 1.27
H 2.98 -2.24 1.43
H 1.87 -3.51 0.86
S 1.08 -2.52 2.95
O 1.74 -1.49 3.74
C -0.48 -1.74 2.25
H -0.87 -1.04 2.99
H -1.19 -2.55 2.10
H -1.87 0.90 -0.97
H -4.47 1.77 1.28
H -3.52 2.49 -0.04
H -4.35 0.94 -0.28
*
```



Entry 4:
The following is a DFT calculation (wB97M-V/def2-TZVPD) of 2 unconnected molecules or ions with the total composition C2H6ClISi at a distorted geometry.

As for the total energy: -1127.1634 Eh. The calculation puts the orbital gap (alpha / beta) at 7.77 / 7.77 eV. The HOMO energy (alpha / beta) comes out at -8.2 / -8.2 eV. The energy above the lowest of the compared OMol25 structures with the same formula, charge and spin comes out at 70.2 kcal/mol. The calculation puts the max |F| at 0.089 hartree/bohr. The molar mass comes out at 220.51 Da.

The geometry in ORCA input format:
```
! wB97M-V def2-TZVPD RIJCOSX def2/J DEFGRID3
* xyz 0 1
C -0.72 -1.16 1.72
C 0.44 0.08 -1.78
Si 0.29 0.91 -0.03
Cl 2.03 1.67 0.85
I -1.47 2.68 0.00
H -1.74 -1.39 1.54
H -0.10 -1.80 1.24
H -0.40 -0.77 2.76
H 1.29 0.67 -2.28
H 0.83 -0.91 -1.51
H -0.45 0.03 -2.51
*
```



Entry 5:
The following is a DFT calculation (wB97M-V/def2-TZVPD) of 14 unconnected molecules or ions with the total composition C28H84O14 at a distorted geometry.

As for the total energy: -2170.2657 Eh. The calculation puts the orbital gap at 9.67 eV. The HOMO energy comes out at -9.4 eV. The energy above the lowest of the compared OMol25 structures with the same formula, charge and spin comes out at 134.6 kcal/mol. The calculation puts the max |F| at 0.110 hartree/bohr. The molar mass comes out at 644.97 Da.

The geometry in ORCA input format:
```
! wB97M-V def2-TZVPD RIJCOSX def2/J DEFGRID3
* xyz 0 1
C 3.51 -4.05 -4.23
C 3.04 -2.75 -3.79
C 4.19 -1.92 -3.28
O 2.61 -2.09 -4.85
H 4.03 -4.52 -3.39
H 4.10 -4.13 -5.14
H 2.67 -4.67 -4.54
H 2.26 -2.89 -3.04
H 4.34 -2.11 -2.22
H 4.01 -0.85 -3.37
H 5.13 -1.95 -3.83
H 2.49 -2.69 -5.59
C 1.36 2.32 0.70
C 0.00 2.07 0.13
C -0.23 0.52 0.03
O -0.98 2.51 1.01
H 1.35 3.36 1.04
H 2.15 2.28 -0.04
H 1.48 1.62 1.53
H -0.11 2.56 -0.84
H -1.27 0.21 -0.02
H 0.08 0.04 0.96
H 0.23 0.09 -0.86
H -0.69 3.32 1.44
C -4.31 2.58 3.04
C -4.06 1.12 2.79
C -4.14 0.60 1.39
O -2.69 1.00 3.18
H -4.06 2.91 4.05
H -5.34 2.75 2.73
H -3.71 3.14 2.32
H -4.64 0.45 3.43
H -5.05 0.02 1.26
H -3.45 -0.24 1.26
H -3.99 1.36 0.61
H -2.15 1.09 2.39
C -3.86 -4.35 0.85
C -3.59 -4.85 2.31
C -4.50 -6.03 2.53
O -2.24 -5.13 2.28
H -3.27 -3.47 0.58
H -4.92 -4.16 0.76
H -3.44 -4.96 0.05
H -3.77 -4.04 3.02
H -4.15 -6.92 2.01
H -5.49 -5.78 2.14
H -4.56 -6.30 3.58
H -1.97 -5.33 3.18
C -1.59 -0.99 -3.31
C -2.98 -0.85 -3.90
C -3.98 0.02 -3.24
O -3.00 -0.43 -5.32
H -0.74 -1.05 -3.99
H -1.59 -1.86 -2.66
H -1.32 -0.17 -2.64
H -3.47 -1.83 -3.99
H -4.83 0.01 -3.92
H -3.59 1.02 -3.01
H -4.14 -0.36 -2.23
H -2.22 0.11 -5.47
C -0.78 4.06 -5.19
C -0.69 3.14 -6.38
C 0.49 3.31 -7.34
O -0.55 1.94 -5.79
H -0.98 5.04 -5.62
H 0.11 4.28 -4.61
H -1.59 3.90 -4.48
H -1.68 3.18 -6.84
H 1.40 3.19 -6.76
H 0.51 4.33 -7.71
H 0.49 2.58 -8.16
H 0.35 1.77 -5.49
C -2.15 -2.25 4.73
C -2.62 -3.23 5.88
C -3.85 -2.64 6.57
O -2.96 -4.55 5.28
H -1.13 -2.38 4.37
H -2.20 -1.18 4.94
H -2.86 -2.31 3.91
H -1.80 -3.34 6.59
H -4.70 -2.48 5.92
H -3.74 -1.58 6.78
H -4.04 -3.01 7.58
H -3.12 -5.12 6.04
C 3.46 -3.33 3.23
O 4.71 -2.74 3.48
H 2.77 -3.40 4.06
H 2.93 -2.66 2.55
H 3.66 -4.24 2.66
H 4.48 -2.13 4.19
C 3.69 0.00 0.94
O 4.88 -0.68 1.23
H 2.83 -0.53 1.33
H 3.64 1.01 1.35
H 3.62 0.09 -0.15
H 4.63 -1.60 1.27
C -0.40 5.85 3.15
O -0.53 5.30 1.83
H -0.18 5.13 3.93
H 0.48 6.48 2.97
H -1.22 6.48 3.49
H -1.09 5.92 1.35
C 6.90 -0.17 -1.78
O 6.04 0.59 -0.96
H 7.73 -0.46 -1.13
H 6.34 -1.03 -2.14
H 7.40 0.30 -2.62
H 5.74 0.04 -0.23
C 5.13 4.29 -0.21
O 5.60 5.27 -1.09
H 4.34 4.85 0.30
H 4.70 3.48 -0.79
H 5.92 3.98 0.47
H 6.09 5.98 -0.67
C 3.36 1.86 -4.96
O 2.32 1.04 -4.97
H 3.25 2.51 -5.84
H 3.50 2.44 -4.05
H 4.22 1.19 -5.05
H 2.64 0.16 -4.80
C -2.18 1.23 6.50
O -3.46 1.10 5.94
H -1.58 2.02 6.03
H -2.18 1.44 7.57
H -1.75 0.24 6.39
H -3.28 0.69 5.09
*
```



Entry 6:
The following is a DFT calculation (wB97M-V/def2-TZVPD) of a single C8H9NO2 molecule at a distorted geometry.

As for the total energy: -515.4440 Eh. The calculation puts the orbital gap at 9.79 eV. The HOMO energy comes out at -9.0 eV. The energy above the lowest of the compared OMol25 structures with the same formula, charge and spin comes out at 21.8 kcal/mol. Its structure (SMILES) is CNC(=O)Oc1ccccc1. The calculation puts the max |F| at 0.083 hartree/bohr. The molar mass comes out at 151.16 Da.

The geometry in ORCA input format:
```
! wB97M-V def2-TZVPD RIJCOSX def2/J DEFGRID3
* xyz 0 1
C -3.45 0.62 -0.52
C -1.42 -0.56 0.59
C 0.59 -0.02 -0.30
C 1.25 1.07 0.23
C 2.59 1.14 0.54
C 3.27 -0.02 0.29
C 2.61 -1.12 -0.37
C 1.24 -1.13 -0.76
H -2.77 1.52 -0.42
H -4.41 0.77 -0.05
H -3.66 0.28 -1.53
H -3.14 -0.86 1.14
H 0.65 1.88 0.61
H 2.93 2.01 1.12
H 4.30 -0.27 0.20
H 3.19 -1.95 -0.78
H 0.63 -1.95 -1.33
N -2.74 -0.43 0.25
O -0.90 -1.17 1.47
O -0.74 0.18 -0.38
*
```



Entry 7:
The following is a DFT calculation (wB97M-V/def2-TZVPD) of a single C3H4N2S2 molecule at a distorted geometry.

As for the total energy: -1022.5804 Eh. The calculation puts the orbital gap at 8.42 eV. The HOMO energy comes out at -8.0 eV. The energy above the lowest of the compared OMol25 structures with the same formula, charge and spin comes out at 22.1 kcal/mol. Its structure (SMILES) is Sc1c[nH]c(S)n1. The calculation puts the max |F| at 0.079 hartree/bohr. The molar mass comes out at 132.21 Da.

The geometry in ORCA input format:
```
! wB97M-V def2-TZVPD RIJCOSX def2/J DEFGRID3
* xyz 0 1
C -1.21 -0.23 0.02
C -0.73 1.04 0.02
C 0.98 -0.44 -0.12
H -2.53 -2.19 0.18
H -1.14 2.02 0.19
H 1.40 1.66 0.17
H 3.01 0.23 -0.23
N 0.64 0.91 -0.12
N -0.15 -1.12 -0.06
S -2.88 -0.85 -0.05
S 2.60 -1.02 0.01
*
```



Entry 8:
The following is a DFT calculation (wB97M-V/def2-TZVPD) of a molecular structure, C29H49Cl3O12 at a distorted geometry.

As for the total energy: -3417.6414 Eh. The calculation puts the orbital gap at 7.81 eV. The HOMO energy comes out at -9.6 eV. The calculation puts the max |F| at 0.065 hartree/bohr. The molar mass comes out at 696.06 Da.

The geometry in ORCA input format:
```
! wB97M-V def2-TZVPD RIJCOSX def2/J DEFGRID3
* xyz 0 1
C -35.13 -23.83 -20.16
C -35.98 -24.09 -21.15
C -37.25 -24.97 -20.97
O -38.22 -25.10 -21.69
C -37.19 -25.67 -19.71
C -36.32 -25.41 -18.66
C -35.23 -24.35 -18.79
O -34.51 -23.97 -17.86
O -36.44 -26.09 -17.49
O -35.68 -23.64 -22.41
H -34.25 -23.29 -20.47
H -37.94 -26.42 -19.53
H -35.80 -25.72 -16.88
H -36.19 -24.08 -23.09
C -20.52 -16.74 -12.45
C -19.40 -16.04 -11.97
C -19.33 -15.56 -10.53
O -18.31 -15.15 -9.99
C -20.54 -15.86 -9.76
C -21.61 -16.50 -10.28
C -21.72 -17.02 -11.71
O -22.78 -17.47 -12.21
O -22.74 -16.57 -9.62
O -18.36 -15.58 -12.76
H -20.46 -16.94 -13.51
H -20.64 -15.51 -8.74
H -23.46 -16.67 -10.24
H -17.62 -15.17 -12.30
C -29.28 -18.42 -16.87
Cl -28.97 -19.86 -17.70
Cl -30.98 -17.77 -17.08
Cl -28.11 -17.28 -17.43
H -29.17 -18.68 -15.81
C -28.67 -26.59 -13.47
C -29.19 -28.00 -13.85
O -29.95 -28.55 -12.87
C -30.45 -29.84 -13.15
C -31.28 -30.37 -12.04
H -28.24 -26.14 -14.37
H -29.54 -26.05 -13.10
H -27.94 -26.81 -12.69
H -29.82 -27.84 -14.73
H -28.37 -28.67 -14.11
H -31.02 -29.80 -14.08
H -29.61 -30.50 -13.37
H -31.30 -31.46 -12.09
H -32.34 -30.13 -12.06
H -30.91 -30.06 -11.06
C -22.43 -9.85 -15.59
C -22.88 -8.46 -16.09
O -21.91 -7.45 -15.75
C -22.26 -6.11 -16.30
C -21.22 -5.06 -15.90
H -23.16 -10.64 -15.82
H -21.46 -10.03 -16.05
H -22.35 -9.88 -14.51
H -23.08 -8.55 -17.16
H -23.83 -8.17 -15.66
H -22.25 -6.27 -17.38
H -23.24 -5.80 -15.94
H -21.47 -4.10 -16.36
H -20.18 -5.31 -16.14
H -21.19 -4.87 -14.83
C -27.79 -13.40 -10.10
C -28.87 -14.33 -10.44
O -28.76 -15.57 -9.70
C -29.32 -15.56 -8.35
C -29.51 -17.02 -7.97
H -27.85 -12.49 -10.70
H -27.83 -13.20 -9.03
H -26.80 -13.82 -10.30
H -29.78 -13.76 -10.25
H -28.81 -14.48 -11.52
H -28.59 -14.98 -7.78
H -30.26 -15.03 -8.49
H -29.86 -17.68 -8.76
H -30.11 -17.10 -7.07
H -28.55 -17.47 -7.69
C -35.75 -10.80 -12.30
C -36.12 -12.32 -12.36
O -36.02 -12.82 -13.71
C -37.12 -12.52 -14.58
C -36.86 -13.16 -15.96
H -34.70 -10.62 -12.51
H -36.43 -10.28 -12.97
H -35.91 -10.47 -11.27
H -35.47 -12.91 -11.71
H -37.15 -12.38 -12.00
H -38.08 -12.84 -14.16
H -37.22 -11.45 -14.74
H -36.77 -14.24 -15.88
H -35.91 -12.82 -16.38
H -37.57 -12.80 -16.70
*
```



Entry 9:
The following is a DFT calculation (wB97M-V/def2-TZVPD) of a molecular structure, C6H3BaFO8 at a distorted geometry.

As for the total energy: -957.7861 Eh. The calculation puts the orbital gap at 5.51 eV. The HOMO energy comes out at -7.7 eV. The energy above the lowest of the compared OMol25 structures with the same formula, charge and spin comes out at 0.0 kcal/mol. The calculation puts the max |F| at 0.042 hartree/bohr. The molar mass comes out at 359.41 Da.

The geometry in ORCA input format:
```
! wB97M-V def2-TZVPD RIJCOSX def2/J DEFGRID3
* xyz 0 1
C 2.77 -0.52 -1.37
C 3.37 0.82 -0.91
O 4.22 1.21 -1.98
C 3.99 0.46 -3.06
O 3.11 -0.51 -2.79
O 4.48 0.65 -4.14
O 1.52 -0.74 -1.16
F 3.57 -1.55 -0.86
H 3.95 0.72 0.01
O -2.58 -1.36 1.16
C -3.38 -0.55 1.71
C -3.38 0.76 2.04
O -4.57 1.02 2.74
C -5.33 -0.07 2.69
O -6.48 -0.15 3.03
O -4.64 -1.05 2.09
Ba -0.38 -2.32 -0.11
H -2.82 1.61 1.68
H 2.57 1.58 -0.77
*
```



Question: Which of these has the lowest molar mass?
Answer: C3H4N2S2



Question: The lowest molar mass belongs to which entry?
Answer: C3H4N2S2



Question: Number 9 is which compound?
Answer: C6H3BaFO8



Question: Which formula does entry 4 have?
Answer: C2H6ClISi